# 1
10 unconnected molecules or ions with the total composition C37H101N7O10, computed with ωB97M-V/def2-TZVPD.

Element x y z (Å)
C (-5.2193, -1.4077, -3.5016)
O (-4.3219, -1.2937, -2.3712)
C (-3.0860, -1.9608, -2.6937)
C (-1.9992, -1.5724, -1.6805)
C (-0.5823, -1.7997, -2.2605)
N (-2.3425, -2.2448, -0.3929)
H (-4.9442, -0.7432, -4.3223)
H (-6.2849, -1.2301, -3.1230)
H (-5.1814, -2.4674, -3.9261)
H (-3.2179, -3.0633, -2.7326)
H (-2.7541, -1.6372, -3.6610)
H (-2.1364, -0.5521, -1.4774)
H (-0.2745, -1.0703, -3.0014)
H (-0.4594, -2.7967, -2.6425)
H (0.2481, -1.6845, -1.6058)
H (-1.7226, -3.1163, -0.2577)
H (-1.9744, -1.6120, 0.3300)
C (4.2356, -1.4679, 0.9921)
O (5.3825, -0.6363, 0.7697)
C (5.1187, 0.7183, 0.5669)
C (4.5166, 1.3745, 1.8695)
C (4.3517, 2.8944, 1.6584)
N (5.3290, 1.1198, 3.0795)
H (4.1598, -1.8675, 2.0174)
H (4.4015, -2.3297, 0.3672)
H (3.2748, -0.9125, 0.8588)
H (6.0579, 1.2139, 0.3003)
H (4.3988, 0.8220, -0.2158)
H (3.5704, 0.8387, 1.9398)
H (4.0608, 3.2907, 2.6292)
H (3.6842, 3.1771, 0.8548)
H (5.3648, 3.3157, 1.5044)
H (6.2693, 1.3249, 2.9136)
H (5.2590, 0.2069, 3.5060)
C (2.9290, -0.7940, -2.7315)
O (2.4719, 0.5332, -2.8919)
C (3.4743, 1.2062, -3.5466)
C (3.1469, 2.7980, -3.7074)
C (2.8612, 3.3648, -2.3271)
N (2.0161, 3.2068, -4.5739)
H (2.0754, -1.2636, -2.3293)
H (3.7349, -0.7647, -2.0075)
H (3.2510, -1.2455, -3.6867)
H (4.3674, 1.1602, -2.9589)
H (3.6617, 0.7833, -4.5934)
H (4.0703, 3.1421, -4.1883)
H (3.7022, 3.3050, -1.6239)
H (1.9371, 2.8301, -1.9400)
H (2.4730, 4.3578, -2.5394)
H (2.0683, 2.6537, -5.4493)
H (1.1325, 3.0240, -4.1348)
C (1.8037, 2.2724, 6.6605)
O (0.9272, 1.2934, 7.2481)
C (-0.0741, 0.8751, 6.3715)
C (-0.9987, -0.1573, 7.1410)
C (-0.1832, -1.3995, 7.3562)
N (-2.2607, -0.5281, 6.4455)
H (2.2554, 1.8094, 5.7229)
H (2.5960, 2.5458, 7.3591)
H (1.3096, 3.2446, 6.3123)
H (-0.5847, 1.7607, 6.0266)
H (0.2344, 0.4479, 5.4325)
H (-1.3323, 0.2142, 8.0751)
H (-0.7832, -2.2278, 7.8931)
H (0.6680, -1.0976, 7.9606)
H (0.1401, -1.8161, 6.3664)
H (-2.7479, 0.3094, 6.0745)
H (-2.1153, -1.1447, 5.6858)
C (-3.8213, -3.2332, 3.5123)
O (-3.2273, -2.0729, 3.0260)
C (-4.1424, -1.4280, 2.2200)
C (-3.5923, -0.1063, 1.7259)
C (-3.6533, 0.9744, 2.8379)
N (-4.3335, 0.3150, 0.5322)
H (-4.7885, -3.0871, 4.0385)
H (-3.1504, -3.7104, 4.2077)
H (-4.1298, -3.9296, 2.7404)
H (-4.3765, -2.1080, 1.4010)
H (-5.1224, -1.2272, 2.6842)
H (-2.5506, -0.2476, 1.5001)
H (-3.4644, 1.8934, 2.3635)
H (-3.0482, 0.6905, 3.6639)
H (-4.6926, 0.9710, 3.2115)
H (-4.0341, 1.1233, 0.0338)
H (-4.3728, -0.4583, -0.0976)
C (-0.4505, 5.3344, -2.6693)
O (-1.0267, 4.1437, -2.2406)
C (-2.2813, 3.9151, -2.9957)
C (-2.9244, 2.7185, -2.3566)
C (-4.2019, 2.3964, -2.9738)
N (-3.1157, 2.7262, -0.9022)
H (0.4327, 5.5467, -2.0596)
H (-1.0937, 6.2423, -2.4888)
H (-0.1941, 5.3437, -3.7535)
H (-2.8862, 4.7871, -2.7418)
H (-2.1506, 3.7584, -4.0507)
H (-2.2530, 1.8911, -2.5401)
H (-4.5981, 1.6294, -2.3472)
H (-4.0705, 2.0215, -3.9889)
H (-4.8712, 3.2710, -2.9095)
H (-3.9872, 3.1179, -0.5311)
H (-2.3209, 3.1479, -0.4739)
C (0.5957, 3.4040, -7.9377)
O (-0.0999, 2.5179, -7.0489)
C (-1.2755, 1.9899, -7.5887)
C (-2.2310, 1.5601, -6.4584)
C (-1.5804, 0.5877, -5.4529)
N (-3.4383, 0.9015, -6.9341)
H (1.5816, 3.6081, -7.5079)
H (0.0309, 4.3668, -7.9535)
H (0.6299, 2.9969, -8.9239)
H (-1.7865, 2.6891, -8.2369)
H (-1.0331, 1.0637, -8.1297)
H (-2.6680, 2.4302, -5.9487)
H (-1.4384, -0.4194, -5.8770)
H (-2.3266, 0.4945, -4.6369)
H (-0.5914, 0.8697, -5.0559)
H (-3.3086, -0.0027, -7.3622)
H (-3.9574, 1.5354, -7.5211)
C (0.2552, -0.4160, 1.6521)
C (0.3413, 0.7932, 0.7368)
C (0.3696, 2.0905, 1.5015)
O (1.5860, 0.5271, -0.0140)
H (1.2231, -0.4593, 2.2201)
H (0.0108, -1.2017, 0.9912)
H (-0.5779, -0.2747, 2.3850)
H (-0.4847, 0.8290, 0.0448)
H (0.5395, 2.9145, 0.8302)
H (0.9764, 2.0661, 2.3711)
H (-0.5935, 2.2315, 1.9913)
H (1.7561, 1.1798, -0.7378)
C (2.3253, -4.3114, 4.1663)
C (3.5908, -3.9038, 4.7779)
C (3.7172, -2.4050, 4.7920)
O (3.5684, -4.4084, 6.0941)
H (2.1259, -3.6694, 3.3080)
H (1.5747, -4.0941, 4.8958)
H (2.2790, -5.3106, 3.7740)
H (4.4073, -4.3537, 4.2564)
H (2.9863, -1.9915, 5.4620)
H (3.5444, -1.9679, 3.7801)
H (4.6946, -2.1002, 5.0954)
H (4.3679, -4.1761, 6.6386)
C (-0.4595, -5.3318, 1.3619)
C (0.2520, -5.3234, 0.0196)
C (1.4798, -4.3536, -0.0369)
O (0.9301, -6.5576, -0.3534)
H (0.2308, -5.6268, 2.1156)
H (-1.4238, -5.8608, 1.3663)
H (-0.7504, -4.3034, 1.5138)
H (-0.3941, -5.1221, -0.8268)
H (1.1978, -3.3595, 0.3478)
H (1.8804, -4.1455, -1.0197)
H (2.2255, -4.8373, 0.6115)
H (0.2286, -7.2398, -0.3089)

Results
SMILES string: COC[C@H](C)N.COC[C@H](C)N.COC[C@H](C)N.COC[C@H](C)N.COC[C@H](C)N.COC[C@H](C)N.COC[C@H](C)N.CC(C)O.CC(C)O.CC(C)O
Relative energy (zero: lowest compared OMol25 entry of this formula, charge and spin), kcal per mole: 62.0
M, g mol⁻¹: 804.254

=====

# 2
13 unconnected molecules or ions with the total composition C37H104N4O19, computed with ωB97M-V/def2-TZVPD.

Element x y z (Å)
C (-1.4088, -5.3424, 3.4977)
C (-2.1723, -4.2650, 2.7115)
O (-2.8779, -3.3442, 3.5829)
O (-0.3122, -4.8873, 4.2845)
H (-1.0070, -5.9824, 2.7121)
H (-2.1352, -5.9035, 4.0857)
H (-2.7985, -4.7593, 1.9688)
H (-1.3260, -3.7929, 2.2126)
H (-2.8628, -2.4941, 3.1371)
H (-0.6509, -4.2009, 4.8641)
C (-0.5675, -6.0635, -0.4926)
C (-1.9250, -5.6273, -1.1515)
O (-1.6004, -5.3974, -2.4914)
O (0.2530, -4.8401, -0.4150)
H (-0.0410, -6.8573, -1.0225)
H (-0.7989, -6.4675, 0.4930)
H (-2.4232, -4.7418, -0.7569)
H (-2.6414, -6.4487, -1.1497)
H (-1.5424, -6.2571, -2.9145)
H (0.4058, -4.5282, -1.3100)
C (-2.2614, -3.0679, -4.7339)
C (-2.3179, -2.1037, -3.5257)
O (-1.4581, -0.9879, -3.6367)
O (-2.9844, -2.6493, -5.9072)
H (-2.8818, -3.9386, -4.5217)
H (-1.2765, -3.5194, -4.8534)
H (-2.1983, -2.6621, -2.5972)
H (-3.3311, -1.7130, -3.4316)
H (-1.5353, -0.4278, -2.8610)
H (-2.4723, -1.9211, -6.2666)
C (3.6538, 1.4368, -1.4692)
C (4.5623, 2.6949, -1.6045)
O (4.8229, 3.3204, -0.3796)
O (4.3070, 0.5007, -0.6415)
H (3.5279, 0.9830, -2.4522)
H (2.6970, 1.6848, -1.0097)
H (4.1343, 3.4553, -2.2577)
H (5.5516, 2.4315, -1.9786)
H (5.5490, 2.8096, -0.0143)
H (4.3918, 0.8307, 0.2560)
C (-3.3922, 0.3213, 2.7535)
C (-4.5181, 0.6554, 3.8155)
O (-5.5840, 1.3630, 3.1912)
O (-3.4720, -1.0156, 2.2851)
H (-2.3869, 0.4018, 3.1671)
H (-3.3388, 1.0007, 1.9029)
H (-4.0319, 1.3302, 4.5200)
H (-4.8335, -0.1918, 4.4245)
H (-6.3568, 1.1775, 3.7297)
H (-4.1984, -1.1269, 1.6673)
C (4.4840, 1.9176, 2.8991)
C (3.7871, 1.0661, 4.0301)
O (2.5485, 0.5981, 3.6634)
O (5.1013, 1.1812, 1.8698)
H (5.1868, 2.6155, 3.3541)
H (3.7072, 2.6028, 2.5598)
H (3.6953, 1.6041, 4.9736)
H (4.4096, 0.2013, 4.2597)
H (2.6891, 0.0583, 2.8821)
H (5.8314, 0.6890, 2.2522)
C (0.2928, 1.0680, 0.6067)
C (-0.0619, 0.1199, -0.5967)
C (-0.4149, -1.3121, -0.1370)
O (-1.2059, 0.7335, -1.2207)
H (0.8037, 1.9662, 0.2600)
H (1.0502, 0.5749, 1.2160)
H (-0.5521, 1.3460, 1.2367)
H (0.8461, 0.0304, -1.1930)
H (-0.8035, -1.8819, -0.9811)
H (-1.2578, -1.3012, 0.5540)
H (0.4100, -1.8290, 0.3534)
H (-1.0421, 1.6791, -1.1958)
C (2.1507, 4.8456, 0.6835)
C (1.0221, 5.8887, 0.9459)
C (1.5255, 7.1995, 1.4856)
O (0.4956, 6.0687, -0.3714)
H (1.6330, 3.9112, 0.4665)
H (2.6886, 4.6531, 1.6117)
H (2.8251, 5.1204, -0.1275)
H (0.2769, 5.4647, 1.6189)
H (2.0788, 6.8987, 2.3753)
H (0.8543, 8.0239, 1.7265)
H (2.2804, 7.7338, 0.9089)
H (0.0283, 6.9072, -0.3565)
C (3.2331, -2.9969, 0.2517)
C (3.0658, -3.7407, 1.6038)
C (2.2597, -3.1052, 2.7314)
O (2.5098, -4.9993, 1.2369)
H (2.2980, -2.8452, -0.2874)
H (3.9315, -3.4576, -0.4469)
H (3.4919, -1.9453, 0.3755)
H (4.0747, -3.8487, 2.0021)
H (2.2653, -3.7040, 3.6421)
H (1.2573, -2.8617, 2.3793)
H (2.7761, -2.1608, 2.9032)
H (1.6499, -4.8622, 0.8327)
C (-4.9637, 0.8567, -2.1805)
C (-4.7486, 0.2805, -0.7680)
C (-6.0725, -0.3479, -0.2875)
O (-5.7399, -0.9344, 0.9850)
C (-6.8495, -1.4996, 1.7987)
N (-3.7356, -0.7275, -0.9213)
H (-3.9596, 1.1543, -2.4828)
H (-5.6396, 1.7101, -2.1267)
H (-5.3569, 0.0393, -2.7849)
H (-4.4541, 0.9941, 0.0015)
H (-6.4011, -1.0899, -1.0152)
H (-6.8815, 0.3822, -0.3141)
H (-7.4139, -0.6521, 2.1878)
H (-6.3616, -2.1190, 2.5513)
H (-7.5314, -2.1157, 1.2125)
H (-2.8338, -0.2931, -1.0563)
H (-3.6387, -1.1304, -0.0003)
C (2.1042, 4.3051, 4.7039)
C (0.8763, 3.5372, 5.2973)
C (-0.2447, 3.2419, 4.2167)
O (-0.8356, 4.3748, 3.6492)
C (-1.8584, 4.0550, 2.7190)
N (1.4310, 2.3075, 5.8188)
H (2.9053, 4.1559, 5.4278)
H (1.8142, 5.3554, 4.6761)
H (2.5121, 4.0050, 3.7387)
H (0.4652, 4.0941, 6.1393)
H (-0.9895, 2.6230, 4.7169)
H (0.1520, 2.5752, 3.4510)
H (-1.5295, 3.3228, 1.9815)
H (-2.1708, 4.9769, 2.2285)
H (-2.7141, 3.5946, 3.2130)
H (1.6729, 1.6559, 5.0860)
H (0.6791, 1.8933, 6.3509)
C (2.1749, -1.7927, -3.2716)
C (1.7775, -3.1391, -3.8658)
C (3.0047, -4.1233, -3.9288)
O (3.6839, -3.7475, -5.1209)
C (5.0111, -4.2026, -5.1211)
N (0.7232, -3.6868, -3.0901)
H (1.2577, -1.2068, -3.2119)
H (2.7966, -1.3206, -4.0324)
H (2.7716, -1.8500, -2.3613)
H (1.3591, -2.8651, -4.8343)
H (2.6751, -5.1523, -4.0725)
H (3.6240, -3.8862, -3.0637)
H (5.3986, -3.9379, -6.1049)
H (5.0464, -5.2756, -4.9324)
H (5.5859, -3.7136, -4.3346)
H (0.0585, -2.9278, -3.1382)
H (0.2198, -4.4425, -3.5324)
C (-1.1932, 4.5785, -3.6749)
C (-0.5379, 3.3426, -3.0165)
C (1.0250, 3.2856, -3.0061)
O (1.4749, 3.3708, -4.3789)
C (1.2781, 2.1729, -5.1312)
N (-0.8411, 3.4512, -1.5936)
H (-2.2640, 4.6060, -3.4732)
H (-1.0497, 4.7063, -4.7478)
H (-0.7530, 5.4700, -3.2283)
H (-1.0268, 2.5006, -3.5065)
H (1.3992, 2.4436, -2.4238)
H (1.5215, 4.1457, -2.5568)
H (0.2424, 1.8434, -5.2145)
H (1.9610, 1.4279, -4.7228)
H (1.7407, 2.4865, -6.0671)
H (-0.2205, 4.1353, -1.1850)
H (-1.7251, 3.9348, -1.5243)

Results
Electronic energy, eV: -84911.9535
M, g mol⁻¹: 909.248

=====

# 3
A molecular structure, C37H24Br2N5O3TaTe, computed with ωB97M-V/def2-TZVPD.

Element x y z (Å)
Ta (0.0369, -0.3543, -0.0401)
O (2.8572, 1.5128, 4.4480)
C (2.2265, 0.3871, 4.8264)
C (2.2192, 0.0790, 6.1873)
C (1.5899, -1.0594, 6.6445)
C (0.9477, -1.9252, 5.7603)
C (0.9520, -1.6265, 4.4147)
C (1.5865, -0.4799, 3.9262)
C (1.5429, -0.2200, 2.4838)
O (0.9309, -1.0627, 1.7120)
N (2.1180, 0.8466, 1.9949)
N (1.9689, 0.8518, 0.6074)
C (2.8025, 1.6032, -0.0013)
C (2.9378, 1.6307, -1.4583)
C (3.6119, 2.6692, -2.0860)
C (3.7001, 2.6418, -3.4705)
C (3.1307, 1.5809, -4.1545)
C (2.5083, 0.5702, -3.4242)
N (2.4215, 0.5932, -2.1077)
H (2.7884, 1.5825, 3.4683)
H (2.7190, 0.7588, 6.8636)
H (1.5973, -1.2783, 7.7047)
H (0.4543, -2.8164, 6.1214)
H (0.4607, -2.2766, 3.7022)
H (3.4795, 2.2089, 0.5969)
H (4.0368, 3.4797, -1.5085)
H (4.2020, 3.4377, -4.0042)
H (3.1747, 1.5244, -5.2331)
H (2.0653, -0.2935, -3.9109)
Br (0.3801, 4.2064, -2.3250)
C (-1.0947, 3.0313, -2.4050)
C (-2.2476, 3.4230, -3.1116)
C (-3.3301, 2.5948, -3.1857)
Br (-4.8538, 3.1606, -4.1546)
C (-3.3204, 1.3249, -2.5568)
C (-4.3580, 0.3681, -2.6035)
C (-4.1852, -0.8383, -1.9912)
C (-2.9904, -1.1049, -1.2980)
N (-2.0278, -0.2194, -1.1944)
C (-2.1687, 0.9738, -1.8360)
C (-1.0304, 1.8207, -1.7556)
O (0.0106, 1.3776, -1.0982)
H (-2.2628, 4.3870, -3.5991)
H (-5.2674, 0.5947, -3.1430)
H (-4.9479, -1.6019, -2.0351)
H (-2.8169, -2.0690, -0.8413)
C (-1.9328, 2.9911, 2.2837)
C (-3.0468, 2.4017, 2.8637)
C (-3.2951, 1.0554, 2.6553)
C (-2.4181, 0.3061, 1.8742)
C (-1.2946, 0.8751, 1.2763)
C (-1.0794, 2.2368, 1.4868)
C (-2.5557, -1.1494, 1.7131)
C (-3.7388, -1.8321, 2.0935)
C (-3.7859, -3.1844, 2.0021)
C (-2.6161, -3.8974, 1.6539)
C (-2.5666, -5.3097, 1.7098)
C (-1.3899, -5.9651, 1.4999)
C (-0.2189, -5.2218, 1.2483)
C (-0.2485, -3.8601, 1.1462)
C (-1.4650, -3.1595, 1.3079)
N (-1.5085, -1.7826, 1.2033)
H (-1.7305, 4.0423, 2.4471)
H (-3.7154, 2.9859, 3.4817)
H (-4.1547, 0.5997, 3.1286)
H (-0.2340, 2.7290, 1.0178)
H (-4.5982, -1.2669, 2.4182)
H (-4.6896, -3.7309, 2.2445)
H (-3.4737, -5.8508, 1.9494)
H (-1.3459, -7.0443, 1.5528)
H (0.7257, -5.7366, 1.1327)
H (0.6584, -3.3062, 0.9730)
Te (0.3802, -2.2870, -1.7299)

Results
Relative energy (zero: lowest compared OMol25 entry of this formula, charge and spin), kcal per mole: 12.9
M, g mol⁻¹: 1054.987